77
Properties=species:S:1:pos:R:3:forces:R:3:mulliken_spin:R:1 method="wB97M-V/def2-TZVPD" relative_energy_kj_mol=686.0 orbital_gap_ev="6.01 / 4.80" charge=-2 energy_ev=-96243.7986 e_lumo_ev="2.92 / 1.70" s_squared=6.05 spin_multiplicity=5
Os -0.154 -1.577 2.529 1.82 0.98 -0.28 2.794
S -1.972 -1.000 3.885 0.58 -0.83 0.34 0.213
C -3.627 -1.047 3.296 -1.64 1.63 -2.00 -0.009
C -4.675 -1.501 4.171 2.27 -0.22 0.38 0.036
C -5.991 -1.215 3.890 0.12 0.65 -0.82 -0.011
C -7.156 -1.377 4.692 -0.99 -0.67 1.74 0.000
N -8.146 -1.379 5.296 1.24 -0.29 -0.51 -0.003
C -6.268 -0.437 2.756 -0.60 1.84 -0.91 0.013
C -5.335 0.074 1.865 2.30 -1.08 -0.20 -0.004
C -3.958 -0.303 2.079 -3.53 -1.36 2.73 -0.013
S 0.333 -2.800 4.384 -0.23 1.03 -1.70 0.965
C -7.584 0.151 2.705 -1.65 -0.13 0.59 -0.001
N -8.661 0.515 2.942 1.21 -0.06 -0.84 0.006
H -4.331 -2.014 5.108 -0.65 0.49 -0.99 -0.006
H -5.597 0.709 0.978 0.21 -0.80 1.05 0.000
O -1.667 -3.708 -4.742 -0.43 0.36 2.32 0.000
S -1.653 -2.979 -3.408 3.67 -4.05 -1.44 0.001
O -0.334 -3.351 -2.646 -3.36 1.82 -2.06 -0.001
O -2.808 -3.128 -2.559 0.00 0.52 -0.67 0.000
C -1.533 -1.359 -4.168 0.81 1.70 -1.36 0.000
C -1.021 -1.191 -5.614 -1.01 1.72 3.56 0.000
C -0.731 0.113 -6.196 -0.75 -2.17 2.41 0.000
C -0.894 1.181 -5.299 -0.90 -0.92 0.90 0.000
C -1.472 0.960 -3.983 1.94 2.91 -3.24 -0.001
C -1.791 -0.212 -3.386 0.56 0.15 0.21 0.000
S -2.404 0.180 -1.644 -5.65 -1.54 2.27 0.005
O -3.925 0.290 -1.925 3.71 0.81 -0.11 0.001
O -1.838 1.408 -1.003 -0.01 -1.29 -2.11 0.001
O -2.283 -0.985 -0.741 1.54 0.87 -0.78 -0.005
H -0.829 -2.158 -6.004 0.05 -0.48 -0.88 0.000
H -0.381 0.201 -7.225 0.03 0.00 0.37 0.000
H -0.593 2.211 -5.549 -0.32 -0.56 0.03 0.000
H -1.512 1.915 -3.500 -0.42 0.08 0.93 0.000
H -3.309 -0.065 1.313 1.93 0.53 -1.20 0.022
C 1.209 4.286 2.952 -1.17 1.33 -0.80 0.000
C 1.564 2.859 2.940 2.02 -0.53 -0.06 0.001
C 2.424 2.470 4.000 -0.73 -1.37 0.48 0.042
C 2.887 1.157 4.185 -0.14 1.03 -1.47 -0.034
C 3.882 0.607 5.115 1.43 0.42 1.40 0.001
C 2.581 0.281 3.183 -2.18 -2.15 -2.22 -0.002
C 1.677 0.585 2.119 0.42 1.29 -0.34 -0.028
C 1.274 1.981 1.905 0.84 -2.71 1.12 0.001
N 1.254 -0.482 1.254 -0.41 -1.13 0.69 -0.046
C 1.931 -0.508 -0.148 0.86 -0.57 0.17 -0.021
C 3.580 -0.144 -0.138 -4.45 -0.67 -2.56 -0.002
C 3.927 -0.007 -1.654 -0.08 -3.22 1.98 0.001
C 3.622 -1.423 -2.298 4.33 1.42 -0.41 -0.001
C 2.261 -1.838 -2.402 -3.01 1.61 1.83 0.015
C 1.550 -0.632 -3.238 4.23 -1.01 2.58 0.002
C 1.708 0.685 -2.430 0.02 -0.24 -0.22 0.001
C 3.168 1.043 -2.373 1.14 1.04 -1.72 0.000
C 1.309 0.601 -0.939 3.55 1.29 -0.56 0.024
C 1.699 -1.854 -0.930 -3.42 0.65 0.57 0.060
H 1.481 4.682 3.899 0.29 0.55 0.89 0.000
H 0.123 4.404 2.897 -0.01 0.06 -0.21 0.000
H 1.643 4.976 2.194 -0.09 -0.84 0.15 0.000
H 2.621 3.151 4.800 0.13 0.67 0.22 0.002
H 4.856 1.143 5.012 -0.55 -0.38 0.05 -0.001
H 4.019 -0.427 4.792 0.30 0.08 0.54 0.002
H 3.646 0.634 6.197 -0.16 0.00 -0.54 -0.001
H 2.908 -0.804 3.151 -0.26 1.46 0.34 0.005
H 0.834 2.217 0.949 -0.62 0.33 0.42 0.006
H 3.855 -1.031 0.322 1.94 -1.34 0.92 -0.003
H 3.841 0.778 0.267 0.18 1.39 1.71 0.000
H 5.015 0.057 -1.664 0.13 0.52 -0.45 0.001
H 4.212 -2.153 -1.738 0.24 -0.07 -0.01 0.000
H 4.128 -1.247 -3.260 -0.18 -0.82 -0.36 0.000
H 2.084 -2.874 -2.668 -0.06 0.21 -1.10 0.001
H 0.619 -0.876 -3.466 -4.01 -0.91 -0.73 0.000
H 2.136 -0.666 -4.142 0.12 0.69 -0.63 0.000
H 1.188 1.525 -2.941 -0.07 -0.61 0.41 -0.001
H 3.283 2.049 -1.941 0.12 -0.19 0.06 0.000
H 3.602 1.093 -3.415 -0.40 0.10 0.73 0.000
H 0.343 0.782 -0.769 -4.11 -0.11 0.49 -0.027
H 1.810 1.448 -0.422 -0.37 0.25 -0.89 0.004
H 1.796 -2.809 -0.323 0.64 1.08 -0.73 0.005
H 0.547 -1.837 -1.127 1.70 -0.26 0.55 -0.013

=====

37
Properties=species:S:1:pos:R:3:forces:R:3:mulliken_charge:R:1 method="wB97M-V/def2-TZVPD" relative_energy_kj_mol=577.2 orbital_gap_ev=8.41 charge=0 energy_ev=-28350.0954 smiles="N#Cc1ccc(N[C@H]2CC[C@@H]3NC(=O)N[C@H]3C2)c([N+](=O)[O-])c1" e_lumo_ev=-0.92
N 0.545 -1.967 6.694 -0.29 0.30 -1.58 -0.496
C 0.621 -1.723 5.560 0.57 -1.07 2.26 0.030
C 0.948 -1.353 4.235 0.16 -0.58 -1.77 0.157
C 1.018 -2.214 3.093 -0.46 -0.37 0.04 -0.666
C 1.168 -1.718 1.812 0.52 -1.51 2.15 -0.432
C 1.413 -0.402 1.628 -0.13 2.32 -1.94 0.146
N 1.496 0.081 0.318 1.04 1.75 0.62 -0.266
C 0.422 -0.294 -0.591 1.05 3.33 -1.29 -0.436
C -0.846 0.334 -0.110 1.54 1.28 0.70 -0.385
C -1.932 0.061 -1.034 -2.46 -3.89 0.29 -1.132
C -1.786 0.606 -2.381 2.06 0.69 -1.32 0.271
N -2.771 0.421 -3.549 0.84 -0.12 3.02 -0.433
C -1.877 0.541 -4.582 -0.52 3.93 -4.15 0.243
O -2.148 1.156 -5.633 -0.09 -1.72 0.95 -0.684
N -0.575 0.238 -4.295 -0.02 1.09 -2.24 -0.236
C -0.418 -0.010 -2.961 -1.91 -1.85 3.29 -0.037
C 0.768 0.257 -2.031 -1.01 0.70 0.08 -1.271
C 1.464 0.443 2.722 -0.21 -0.72 1.34 0.729
N 1.678 1.846 2.491 -0.83 1.70 2.12 0.984
O 2.570 2.206 1.780 1.37 -0.20 -1.59 -0.574
O 0.989 2.661 3.098 -0.33 -0.91 0.08 -0.610
C 1.240 -0.027 4.034 0.05 0.03 -2.45 -0.825
H 0.972 -3.303 3.112 -0.26 0.31 0.75 0.415
H 1.332 -2.379 1.002 -0.25 -0.63 -0.65 0.530
H 1.646 1.132 0.336 -0.11 -1.94 -0.44 0.445
H 0.269 -1.314 -0.568 0.06 -2.39 -0.33 0.517
H -0.886 0.029 0.959 -1.12 0.24 -0.71 0.475
H -0.757 1.420 -0.177 0.59 0.37 0.66 0.318
H -1.969 -1.073 -1.113 -0.65 1.03 -0.02 0.295
H -2.815 0.419 -0.589 -1.59 0.14 0.55 0.372
H -1.586 1.689 -2.263 -0.16 -0.07 -0.27 0.296
H -3.635 1.050 -3.555 2.09 -1.16 -0.38 0.340
H 0.139 0.467 -4.963 -0.19 0.08 -0.12 0.224
H -0.560 -1.082 -2.927 -0.14 -0.88 0.96 0.309
H 1.682 -0.156 -2.400 0.59 -0.44 -0.26 0.468
H 0.892 1.349 -2.006 0.24 -0.10 0.44 0.332
H 1.289 0.612 4.850 -0.06 1.28 1.20 0.589

=====

44
Properties=species:S:1:pos:R:3:forces:R:3:mulliken_charge:R:1 method="wB97M-V/def2-TZVPD" relative_energy_kj_mol=13.7 orbital_gap_ev=7.46 charge=+1 energy_ev=-92530.5469 e_lumo_ev=-3.95
Sc -0.238 -0.425 -0.380 0.03 -0.04 -0.11 1.400
C 0.340 -0.943 3.997 0.02 0.01 -0.02 -1.214
C 0.596 -0.227 2.718 -0.03 -0.02 0.09 0.709
O 0.082 -0.651 1.650 0.08 0.00 -0.08 -0.319
N 1.344 0.862 2.705 0.03 0.01 -0.06 0.006
C 1.543 1.672 1.501 -0.01 -0.03 -0.01 -1.065
C 2.476 1.039 0.491 -0.06 0.00 0.03 0.888
C 3.812 1.382 0.468 0.05 0.00 0.00 -0.768
C 4.657 0.807 -0.475 -0.01 0.00 -0.01 -0.308
C 4.133 -0.105 -1.370 -0.08 -0.01 0.01 -1.071
C 2.786 -0.405 -1.285 0.06 -0.03 -0.05 -0.410
N 1.959 0.151 -0.387 0.12 0.06 0.06 0.190
H -0.734 -0.904 4.186 0.00 0.00 0.01 0.301
H 0.876 -0.509 4.837 0.00 0.00 0.00 0.398
H 0.615 -1.990 3.879 -0.01 0.00 -0.01 0.309
H 1.732 1.185 3.577 -0.01 0.00 0.01 0.285
H 1.950 2.627 1.823 0.02 0.00 0.00 0.658
H 0.566 1.888 1.062 0.00 -0.01 0.01 -0.012
H 4.189 2.110 1.174 0.00 0.00 0.00 0.436
H 5.703 1.079 -0.512 0.00 0.01 0.00 0.439
H 4.720 -0.570 -2.149 0.03 0.02 0.01 0.450
H 2.356 -1.115 -1.977 -0.02 0.01 0.01 0.800
F -4.373 -1.288 -1.307 0.01 0.02 -0.02 -0.203
C -4.351 -2.155 -0.306 -0.02 0.04 0.06 0.590
F -4.150 -3.374 -0.762 0.00 -0.03 -0.02 -0.177
F -5.476 -2.091 0.377 -0.01 -0.01 0.00 -0.178
S -2.949 -1.728 0.820 0.19 -0.11 -0.22 1.114
O -1.785 -1.736 -0.119 -0.33 -0.02 0.19 -0.605
O -2.898 -2.674 1.870 0.02 0.00 0.03 -0.568
N -3.304 -0.277 1.278 -0.07 -0.03 0.10 -0.388
S -2.527 1.049 1.168 -0.01 0.03 -0.13 1.047
O -1.935 1.539 2.366 -0.05 0.05 0.05 -0.610
O -1.582 1.041 0.001 0.00 0.09 0.01 -0.505
C -3.830 2.233 0.599 0.04 -0.03 0.04 0.531
F -4.357 1.773 -0.519 -0.01 0.02 -0.03 -0.178
F -4.747 2.336 1.537 -0.02 0.00 0.03 -0.177
F -3.247 3.400 0.390 0.01 0.01 -0.01 -0.181
N -0.135 -0.519 -2.443 0.07 -0.16 0.03 -0.832
C 0.255 -0.634 -3.548 -0.05 0.23 -0.04 0.811
C 0.829 -0.711 -4.772 -0.04 -0.09 0.00 0.105
C 2.250 -0.656 -4.739 0.03 -0.04 0.00 0.219
N 3.389 -0.622 -4.571 0.00 0.03 0.00 -0.428
C 0.054 -0.871 -5.953 0.03 0.01 0.00 -0.093
N -0.593 -0.993 -6.896 0.00 -0.01 0.00 -0.396

=====

17
Properties=species:S:1:pos:R:3:forces:R:3:mulliken_charge:R:1 method="wB97M-V/def2-TZVPD" relative_energy_kj_mol=332.3 orbital_gap_ev=9.53 charge=0 energy_ev=-16648.3488 smiles=CC(C)(S)CN e_lumo_ev=0.52
C 0.462 1.304 -0.983 -1.78 -1.85 -7.17 -1.689
C 0.447 0.255 -0.088 2.02 -5.08 3.35 1.349
C 0.200 0.878 1.179 0.10 2.56 1.84 -1.503
S 2.197 -0.697 -0.040 -0.05 -1.75 0.64 -0.276
C -0.371 -0.999 -0.249 -3.04 1.60 -3.14 -1.199
N -1.928 -0.735 -0.132 1.36 -1.80 0.88 -0.631
H -0.549 1.314 -1.434 -0.21 1.21 0.91 0.426
H 0.866 0.897 -1.923 1.04 0.76 -0.07 0.425
H 0.890 2.148 -0.619 0.94 2.65 0.47 0.434
H -0.922 1.213 1.057 2.32 0.14 1.05 0.295
H 0.373 0.143 1.894 -0.48 -1.10 2.02 0.390
H 1.080 1.657 1.391 -2.55 -1.02 -0.32 0.423
H 1.941 -2.173 0.421 0.18 3.39 -0.91 0.157
H -0.165 -1.211 -1.350 -0.71 -0.55 1.28 0.366
H -0.100 -1.829 0.358 0.38 -0.27 0.58 0.508
H -2.245 -1.757 -0.378 -0.07 2.77 1.27 0.280
H -2.175 -0.407 0.896 0.56 -1.67 -2.68 0.246